Molecular formula: C30H30F10O30
Method: DFT, wB97M-V/def2-TZVPD

Properties
Maximum force (eV/Å): 4.8
DFT total energy (eV): -120197.856
Highest occupied orbital energy (eV): -10.867
HOMO-LUMO gap (eV): 11.12
Multiplicity: 1
SMILES string: O=C1OC[C@@H](F)O1.O=C1OC[C@@H](F)O1.O=C1OC[C@@H](F)O1.O=C1OC[C@@H](F)O1.O=C1OC[C@@H](F)O1.O=C1OC[C@@H](F)O1.O=C1OC[C@@H](F)O1.O=C1OC[C@@H](F)O1.O=C1OC[C@@H](F)O1.O=C1OC[C@@H](F)O1
Total charge: 0
E_LUMO (eV): 0.25
Relative energy (zero: lowest compared OMol25 entry of this formula, charge and spin) (kJ/mol): 102.81

Geometry as XYZ:
```
100
Properties=species:S:1:pos:R:3:lowdin_charge:R:1
C -1.0280 20.9042 16.2693 -0.02
C -2.2436 20.0274 15.8531 -0.29
O -1.9944 18.8297 16.5042 0.14
C -0.6908 18.8075 16.9402 -0.53
O -0.1661 17.8294 17.3839 0.17
O -0.0856 20.0037 16.8878 0.08
F -2.4020 19.8403 14.4898 0.05
H -1.3877 21.6102 16.9985 0.14
H -0.6442 21.3631 15.3548 0.10
H -3.1535 20.5190 16.2229 0.17
C -2.6613 19.1781 7.7912 -0.02
C -1.3175 18.4775 8.2289 -0.25
O -0.4897 19.5916 8.5506 0.13
C -0.9127 20.7015 8.0557 -0.56
O -0.4010 21.7826 8.1370 0.16
O -2.1016 20.4579 7.3634 0.04
F -0.7880 17.6987 7.2255 0.06
H -3.4261 19.3168 8.5845 0.13
H -3.0468 18.5980 6.9137 0.15
H -1.3599 17.9462 9.2227 0.16
C -0.1757 23.0001 10.9097 0.01
C -0.4301 21.5319 11.3138 -0.26
O -0.3581 21.6114 12.7578 0.07
C 0.1894 22.8471 13.1090 -0.58
O 0.3019 23.1820 14.2652 0.13
O 0.5475 23.5180 12.0774 0.12
F 0.5773 20.7511 10.8095 0.07
H -1.0598 23.5755 10.6891 0.13
H 0.5670 23.0202 10.0530 0.15
H -1.3795 21.0464 11.1878 0.14
C 2.7239 21.6441 15.4805 0.01
C 2.0575 20.5987 14.5968 -0.33
O 2.5950 19.3879 15.0066 0.12
C 3.6186 19.5671 15.9168 -0.54
O 4.2911 18.6839 16.2830 0.19
O 3.6629 20.8519 16.3369 0.08
F 2.5151 20.8470 13.3383 0.07
H 2.1397 22.2109 16.1786 0.13
H 3.3049 22.2882 14.8485 0.13
H 0.9468 20.6295 14.5152 0.14
C -5.1662 21.5206 13.1063 0.04
C -4.2350 21.2578 11.9081 -0.30
O -3.4479 22.4149 11.7339 0.12
C -3.8603 23.3695 12.5852 -0.54
O -3.4375 24.5267 12.5448 0.12
O -4.7684 22.9308 13.4696 0.07
F -4.8355 21.0095 10.7198 0.07
H -4.9441 20.8590 13.9654 0.11
H -6.2490 21.4822 12.9967 0.14
H -3.6278 20.4043 12.0009 0.12
C -4.4940 16.0689 18.5794 -0.02
C -5.1337 14.6387 18.5173 -0.26
O -4.3458 13.9622 17.5823 0.15
C -3.6826 14.8364 16.8313 -0.55
O -2.9494 14.5762 15.9190 0.16
O -3.9019 16.0931 17.2898 0.06
F -6.4084 14.7217 18.0034 0.06
H -3.7469 16.0590 19.3063 0.12
H -5.2373 16.8329 18.7302 0.14
H -5.0741 14.0522 19.4029 0.16
C 2.3062 13.8546 10.7218 0.01
C 0.8642 13.5376 10.6177 -0.33
O 0.5279 12.9081 11.8266 0.13
C 1.6446 12.2941 12.2151 -0.64
O 1.6445 11.4149 13.0109 0.18
O 2.7268 12.7457 11.6126 0.10
F 0.4822 12.7382 9.5842 0.07
H 2.6477 14.7750 11.1039 0.12
H 2.6898 13.6727 9.7463 0.13
H 0.1138 14.3665 10.4698 0.18
C 3.7694 15.3760 16.7692 -0.05
C 3.9796 13.8852 16.6804 -0.29
O 3.1643 13.4461 15.6421 0.18
C 2.4926 14.4701 15.1379 -0.56
O 1.6593 14.4233 14.3143 0.19
O 2.9343 15.6130 15.6612 0.09
F 3.5411 13.3081 17.8438 0.05
H 4.6516 15.9955 16.6964 0.13
H 3.2375 15.5883 17.6969 0.15
H 5.0048 13.4703 16.5492 0.18
C -5.2446 15.7106 13.5494 0.03
C -5.0130 16.8606 12.4918 -0.31
O -4.9821 18.0250 13.2490 0.14
C -5.3644 17.8148 14.4922 -0.59
O -5.3258 18.6986 15.2950 0.15
O -5.6446 16.5325 14.6885 0.08
F -5.9834 16.8863 11.5748 0.09
H -4.3324 15.2138 13.7164 0.10
H -6.1049 15.0233 13.3505 0.16
H -4.0678 16.6858 11.9451 0.15
C -0.6700 15.8577 13.5112 0.02
C 0.4603 16.9536 13.3333 -0.23
O -0.2275 18.0841 12.8069 0.12
C -1.3591 17.6073 12.2137 -0.56
O -1.9971 18.2929 11.4611 0.13
O -1.7402 16.4273 12.6815 0.07
F 1.3729 16.5665 12.3460 0.03
H -0.9333 15.7408 14.5269 0.11
H -0.3064 14.9065 13.0785 0.12
H 1.0759 17.2460 14.2271 0.17
```